Below is a 2-piece molecular cluster, C17H36F4N3O2S overall, with properties calculated with wB97M-V/def2-TZVPD.

Geometry as XYZ:
```
63
Properties=species:S:1:pos:R:3:forces:R:3
N 6.30752 3.33791 -1.53141 -0.16 0.44 0.98
C 5.28677 3.97012 -0.63504 -1.13 -0.56 -0.35
C 4.30186 4.96702 -1.44354 0.15 -0.52 0.94
C 2.93926 5.02542 -0.61538 -0.50 0.13 -0.20
C 1.67284 5.55031 -1.45246 0.38 -0.09 -0.35
C 0.65915 4.35880 -1.88829 2.29 0.64 -1.27
N -0.70418 4.51095 -1.29121 0.84 -1.26 0.41
C -1.77399 4.01933 -2.16392 -2.74 0.30 -0.56
F -2.91724 3.58888 -1.46520 2.70 0.89 -1.35
F -2.20211 5.11524 -2.93736 1.22 -2.57 1.25
F -1.41036 2.97399 -3.00980 -0.48 2.11 1.57
S -0.81691 3.89618 0.31171 -5.26 -2.38 5.42
O -1.02161 2.41528 0.39060 2.04 3.50 -1.25
O -1.91984 4.57316 1.07803 4.03 -0.77 -2.99
F 0.57787 4.21170 1.20428 -1.94 -0.15 -2.76
H 6.92740 2.80071 -0.90393 -0.38 0.16 -0.88
H 5.83770 2.70093 -2.19451 0.44 0.40 0.71
H 4.65741 3.10383 -0.20976 0.46 1.43 -0.34
H 5.74166 4.48626 0.27316 -0.29 -0.55 -1.44
H 4.79820 5.98930 -1.58787 -0.81 -1.44 0.23
H 4.08421 4.53494 -2.47086 0.34 0.41 1.14
H 2.69700 3.94245 -0.31866 0.45 1.66 -0.03
H 3.03540 5.69333 0.31094 0.05 -1.23 -1.19
H 2.09910 6.01892 -2.41012 -0.87 -0.60 1.31
H 1.09968 6.36755 -0.90479 0.68 -1.15 -0.68
H 0.60547 4.43059 -3.03160 -0.55 -0.17 1.77
H 1.14078 3.33498 -1.68405 -0.93 1.38 -0.05
C -2.45258 -2.46930 3.90347 0.00 -0.06 0.07
C -1.44007 -3.57524 3.62975 -0.31 -0.14 0.00
C -0.39891 -3.23872 2.56209 0.13 -0.34 0.26
C -0.84168 -2.61946 1.23739 0.29 -0.01 0.12
N -1.60145 -3.44045 0.19601 -0.57 -0.05 -0.49
C -0.69928 -4.40064 -0.57504 -0.02 0.13 0.14
C -0.65803 -5.66376 0.25968 0.49 -0.20 0.12
C -2.03398 -5.75699 0.90020 -0.28 -0.40 0.40
C -2.67205 -4.37738 0.76439 -0.12 0.07 -0.14
C -2.30941 -2.47010 -0.77056 0.31 -0.11 -0.23
C -1.41029 -1.60873 -1.65952 0.05 0.23 0.15
C -0.70304 -0.42764 -0.99975 0.24 0.03 -0.10
H -2.97727 -2.15034 2.99901 -0.02 0.04 0.05
H -3.20944 -2.82556 4.60508 0.06 0.11 -0.01
H -1.96672 -1.59513 4.34138 -0.07 0.02 -0.06
H -1.96714 -4.49865 3.38279 0.01 0.00 0.00
H -0.91308 -3.79549 4.56086 0.08 -0.01 -0.09
H 0.24932 -4.10314 2.39384 -0.08 0.07 -0.03
H 0.26581 -2.49300 3.01536 -0.06 0.11 -0.30
H 0.07266 -2.30765 0.73431 -0.21 0.05 -0.09
H -1.43260 -1.72328 1.43322 -0.06 -0.16 -0.12
H -1.18236 -4.60361 -1.53459 0.01 0.21 0.09
H 0.27746 -3.94614 -0.73984 -0.17 0.06 -0.03
H 0.11960 -5.60450 1.02152 -0.03 0.03 -0.10
H -0.42823 -6.54406 -0.34248 -0.01 0.17 -0.07
H -1.96482 -6.08360 1.93839 0.00 0.08 -0.07
H -2.64943 -6.49913 0.38751 0.01 0.13 0.04
H -3.09454 -3.95652 1.67240 0.19 0.06 0.00
H -3.48302 -4.44398 0.03549 0.21 0.29 0.00
H -2.98365 -1.85713 -0.16622 0.15 -0.06 0.03
H -2.92453 -3.09062 -1.42791 0.11 -0.09 0.22
H -2.06825 -1.18278 -2.42439 -0.10 -0.27 0.08
H -0.68477 -2.22295 -2.20010 -0.14 -0.08 0.00
H -1.34397 0.07909 -0.27739 0.09 0.04 -0.05
H -0.41988 0.30179 -1.76432 -0.12 -0.06 0.13
H 0.22656 -0.72328 -0.51103 -0.09 0.11 0.07
```
Positions in Å, forces in eV/Å.

Output
**Largest force on an atom**: 7.92 eV/Å
**Net charge**: +1
**E_tot**: -1781.40480 hartree

Below is a 6-piece molecular cluster, C27H39FN3O10 overall, with properties calculated with wB97M-V/def2-TZVPD.

Geometry as XYZ:
```
80
Properties=species:S:1:pos:R:3:forces:R:3
C -0.31231 4.11916 3.74430 -0.13 0.13 -0.15
C -0.47296 2.63806 3.79397 0.42 0.03 0.11
N -1.59148 2.08433 3.70301 -0.63 -0.25 -0.09
C 0.79174 1.76875 3.91687 0.10 0.42 -0.12
C 1.19184 1.39624 2.53162 0.40 -0.02 -0.36
C 0.93858 0.11681 2.00264 -0.20 -0.57 -0.09
C 1.26003 -0.16170 0.69191 -0.68 -0.38 0.55
F 0.99925 -1.34108 0.12411 0.37 0.96 0.34
C 1.81840 0.85881 -0.05531 0.17 -0.30 -0.61
N 2.05307 2.00853 0.54370 -0.12 0.18 0.41
N 1.77502 2.33737 1.79246 0.04 -0.27 -0.24
H 0.03106 4.51046 4.70256 0.08 -0.03 0.02
H 0.41132 4.41271 2.98312 0.09 0.03 0.04
H -1.27163 4.56875 3.50137 -0.01 0.02 0.05
H -1.50531 1.06961 3.78928 -0.38 -0.02 0.05
H 0.53926 0.88454 4.49639 0.17 -0.05 0.09
H 1.60159 2.33344 4.37677 0.04 -0.09 0.12
H 0.47974 -0.63866 2.63235 -0.06 -0.12 -0.13
H 2.07733 0.76101 -1.10090 0.06 0.04 0.01
H 2.49709 2.74804 0.01114 -0.02 0.14 0.04
O -1.59421 -1.53139 6.17037 0.10 -0.06 -0.11
C -2.38888 -1.70660 5.29253 -0.04 -0.02 0.25
O -2.61469 -0.75734 4.35279 0.11 0.22 -0.17
C -3.65878 -1.16559 3.44710 -0.04 -0.14 -0.07
C -3.69556 -2.68132 3.57082 0.00 -0.17 0.13
C -3.28063 -2.90097 5.02657 0.03 0.10 -0.28
H -4.59099 -0.69003 3.75595 0.02 0.01 0.04
H -3.39851 -0.81912 2.44979 0.04 0.03 0.01
H -4.66414 -3.10041 3.30792 0.00 0.00 0.03
H -2.92138 -3.11696 2.94247 -0.24 0.06 -0.10
H -4.12054 -2.86845 5.72265 0.02 0.00 0.04
H -2.72216 -3.82024 5.17948 -0.03 -0.02 0.13
O -3.21923 -0.57752 -2.35618 -0.05 0.04 -0.02
C -2.23552 -1.15248 -2.70498 0.18 -0.11 0.14
O -2.14972 -2.51207 -2.71673 0.00 0.06 -0.02
C -0.82342 -2.93135 -3.07290 0.12 0.08 -0.10
C -0.21647 -1.75306 -3.82347 -0.02 0.04 0.11
C -0.90368 -0.56747 -3.15111 0.11 -0.27 -0.38
H -0.27333 -3.15701 -2.15550 -0.01 -0.02 0.06
H -0.88294 -3.83219 -3.67808 -0.15 -0.04 0.06
H 0.86994 -1.73055 -3.77355 0.01 -0.01 -0.01
H -0.49338 -1.78727 -4.87490 0.04 -0.01 -0.03
H -0.36276 -0.23326 -2.26181 -0.08 0.07 0.03
H -1.04471 0.26741 -3.83162 -0.08 0.14 0.18
O 0.73077 -0.38241 -6.68811 -0.06 -0.08 0.04
C 0.03772 -0.30196 -7.66468 -0.07 0.05 0.11
O 0.14763 0.72044 -8.53209 0.01 0.06 -0.07
C -0.86423 0.63087 -9.55491 -0.08 -0.06 -0.07
C -1.27337 -0.83839 -9.57832 0.05 -0.02 0.11
C -1.06894 -1.23901 -8.11683 0.13 0.04 -0.29
H -1.68911 1.28844 -9.27541 -0.01 -0.01 0.02
H -0.43679 0.98106 -10.48986 0.08 0.02 0.03
H -2.28265 -0.99310 -9.95116 -0.03 0.04 0.04
H -0.58881 -1.40230 -10.21204 0.00 0.01 -0.02
H -1.95303 -1.04214 -7.50689 0.00 -0.03 0.03
H -0.76393 -2.27365 -7.98673 -0.04 -0.01 0.13
O -0.77776 -2.80981 2.19506 0.29 0.19 -0.12
C -0.48223 -3.96241 2.01625 0.04 -0.10 0.20
O -1.21324 -4.95892 2.53969 -0.04 0.00 0.01
C -0.60320 -6.23896 2.26939 0.10 -0.12 -0.08
C 0.28707 -5.99785 1.05422 -0.02 0.12 0.03
C 0.69738 -4.53822 1.25717 -0.21 -0.18 -0.15
H -0.03479 -6.53559 3.15187 0.02 0.02 0.00
H -1.39269 -6.96440 2.09843 -0.07 0.06 0.01
H 1.11824 -6.69541 0.99262 0.03 0.02 0.06
H -0.30110 -6.08890 0.14078 -0.01 -0.03 0.00
H 1.58642 -4.43987 1.88322 0.02 0.04 -0.01
H 0.84650 -3.99433 0.32884 0.10 0.08 0.04
O 3.48001 8.79181 2.95547 -0.03 0.01 -0.05
C 3.67382 7.67084 2.60970 0.15 0.02 0.09
O 2.85447 6.64409 2.98413 -0.09 -0.05 -0.01
C 3.36806 5.39544 2.51866 0.16 0.04 -0.08
C 4.27977 5.74492 1.34203 0.02 0.07 0.03
C 4.80455 7.11967 1.75512 -0.24 -0.18 -0.13
H 3.91695 4.91674 3.33460 0.02 -0.01 -0.01
H 2.53066 4.76294 2.24095 -0.08 0.01 0.05
H 5.05636 5.00205 1.16575 0.03 0.02 0.07
H 3.68697 5.84296 0.42988 -0.01 0.00 0.00
H 5.69848 7.05217 2.37625 0.02 0.04 -0.01
H 4.99811 7.78323 0.91802 0.09 0.09 0.07
```
Positions in Å, forces in eV/Å.

Output
**Largest force on an atom**: 1.08 eV/Å
**Net charge**: +1
**E_tot**: -2068.54656 hartree